Below is an isolated ion of composition CFN4S and charge -1 at a distorted geometry, with properties calculated with ωB97M-V with the def2-TZVPD basis set.

Its orbital gap is 8.3 eV. Its total energy is -20548.281 eV. Its LUMO energy is 3.726 eV. The spin multiplicity is 1. As for the max |F|: 0.100 hartree/bohr. As for the charge: -1.

CARTESIAN COORDINATES (ANGSTROEM)
S: 1.2632 0.7285 0.1150
F: 3.0025 -0.1566 -0.0037
N: -1.5678 0.5150 0.0127
N: -0.5843 1.1279 -0.0559
N: -2.7077 0.3444 0.0975
N: 0.0472 -1.7898 -0.0826
C: 0.5469 -0.7694 -0.0829

Results of the natural (NBO) charge analysis, in e, for atoms 1 through 4:
1 S 0.6131
2 F -0.6916
3 N 0.2166
4 N -0.4964



Below is one molecule with the formula CFNO3 at a distorted geometry, with properties calculated with ωB97M-V with the def2-TZVPD basis set.

Its orbital gap is 10.9 eV. Its total energy is -11382.676 eV. Its LUMO energy is -1.435 eV. The spin multiplicity is 1. As for the max |F|: 0.168 hartree/bohr. The SMILES is O=C(F)[N+](=O)[O-].

CARTESIAN COORDINATES (ANGSTROEM)
F: 1.0320 1.3584 0.6177
O: 0.9337 -1.2780 -0.7785
O: -0.9507 -0.3802 -1.2631
O: -0.8784 0.3548 1.5031
N: 0.0321 -0.5229 -0.5562
C: 0.0339 0.4784 0.5792

Results of the natural (NBO) charge analysis, in e, for atoms 1 through 4:
1 F -0.2575
2 O -0.2945
3 O -0.3125
4 O -0.4693



Below is CFOS as an isolated structure at a distorted geometry, with properties calculated with ωB97M-V with the def2-TZVPD basis set.

Its orbital gap is 7.7 eV. Its total energy is -16638.861 eV. Its LUMO energy is 3.920 eV. The spin multiplicity is 1. As for the max |F|: 0.051 hartree/bohr. As for the charge: -1.

CARTESIAN COORDINATES (ANGSTROEM)
S: 1.5586 -0.0935 0.0160
F: -0.7001 1.3634 0.0105
O: -0.8134 -1.0974 0.0262
C: -0.0450 -0.1726 -0.0526

Atom-resolved charges from natural (NBO), all expressed in e:
1 S -0.3794
2 F -0.5656
3 O -0.6189
4 C 0.5640



Below is a 4-piece molecular cluster, CH10N2O3 overall at a distorted geometry, with properties calculated with ωB97M-V with the def2-TZVPD basis set.

Its orbital gap (spin up / spin down) is 2.6 / 9.3 eV. Its total energy is -10320.658 eV. Its LUMO energy (spin up / spin down) is 3.746 / 3.673 eV. The spin multiplicity is 2. As for the max |F|: 0.033 hartree/bohr. As for the charge: -1.

CARTESIAN COORDINATES (ANGSTROEM)
O: -0.2305 -2.0057 1.1084
O: 0.1121 -2.4342 -1.6352
O: 0.0185 0.0167 -2.9920
N: 0.3633 0.9244 2.0245
N: -0.4390 2.2931 0.4219
C: 0.1612 2.1253 1.6511
H: 0.7957 0.0872 -2.4279
H: 0.2901 3.0546 2.1928
H: -0.4766 -0.7101 -2.5835
H: -0.7536 -1.3381 0.6363
H: 0.8865 -2.9490 -1.8733
H: -1.0400 3.0816 0.2466
H: 0.0637 -1.6168 1.9391
H: -0.6657 1.4320 -0.0505
H: 1.0266 0.7978 2.7879
H: -0.0539 -2.4977 -0.6816

Results of the natural (NBO) charge analysis, in e, for atoms 1 through 4:
1 O -1.0804
2 O -1.0363
3 O -0.9912
4 N -0.8722



Below is a 4-piece molecular cluster, CH10N2O3 overall at a distorted geometry, with properties calculated with ωB97M-V with the def2-TZVPD basis set.

Its orbital gap is 9.2 eV. Its total energy is -10321.303 eV. Its LUMO energy is 0.263 eV. The spin multiplicity is 1. As for the max |F|: 0.040 hartree/bohr. The SMILES is [H]/N=C/N.O.O.O.

CARTESIAN COORDINATES (ANGSTROEM)
O: 0.8766 -0.1668 -2.7098
O: 0.1427 2.7916 -2.7252
O: 0.1588 -2.6257 -1.0248
N: -1.0336 0.5710 4.1605
N: 0.2362 0.0777 2.2454
C: -0.7396 -0.1671 3.1584
H: 0.5443 -0.5619 1.5378
H: 0.7838 -0.4518 -3.6245
H: -0.0964 -3.1324 -1.7899
H: -1.2904 -0.0615 4.9083
H: -0.5763 2.6373 -3.3457
H: 0.4394 1.0528 2.0805
H: 0.6020 -1.8040 -1.2549
H: 1.2793 0.7090 -2.7767
H: -0.2025 2.3202 -1.9550
H: -1.1244 -1.1886 3.1156

Results of the natural (NBO) charge analysis, in e, for atoms 1 through 4:
1 O -0.9675
2 O -0.9388
3 O -0.9690
4 N -0.7503



Below is a 4-piece molecular cluster, CH10N2O3 overall at a distorted geometry, with properties calculated with ωB97M-V with the def2-TZVPD basis set.

Its orbital gap is 10.6 eV. Its total energy is -10322.061 eV. Its LUMO energy is 0.944 eV. The spin multiplicity is 1. As for the max |F|: 0.023 hartree/bohr. The SMILES is [H]/N=C/N.O.O.O.

CARTESIAN COORDINATES (ANGSTROEM)
O: 0.8170 -1.9449 -1.7106
O: 0.1642 0.5809 2.1763
O: 1.0965 -1.8493 1.0436
N: -0.9807 0.3427 -1.2015
N: -0.8513 2.2295 0.1555
C: -0.8119 1.6971 -1.0124
H: -0.6234 0.6387 2.7252
H: -0.2096 -0.2084 -1.5469
H: -1.5851 -0.1061 -0.5349
H: 1.5892 -2.4278 -2.0370
H: 0.9847 -0.9726 1.4669
H: -0.9547 3.2336 0.0103
H: 1.4029 -2.3788 1.7878
H: 0.6603 -2.3694 -0.8456
H: -0.7342 2.3181 -1.9113
H: 0.0360 1.2166 1.4347

Results of the natural (NBO) charge analysis, in e, for atoms 1 through 4:
1 O -0.9724
2 O -1.0018
3 O -0.9902
4 N -0.8594



Below is a 4-piece molecular cluster, CH10N2O3 overall at a distorted geometry, with properties calculated with ωB97M-V with the def2-TZVPD basis set.

Its orbital gap (spin up / spin down) is 10.5 / 6.3 eV. Its total energy is -10313.005 eV. Its LUMO energy (spin up / spin down) is -4.489 / -8.649 eV. The spin multiplicity is 2. As for the max |F|: 0.053 hartree/bohr. As for the charge: +1.

CARTESIAN COORDINATES (ANGSTROEM)
O: -0.2385 -1.2980 -2.3543
O: -1.6019 -0.5800 1.7516
O: -1.9114 1.3262 -0.3101
N: 1.5152 -0.7268 1.0899
N: 1.0634 1.1088 -0.2709
C: 1.8937 0.3220 0.3878
H: -1.1071 -1.6486 -2.2549
H: -0.7821 -0.8188 1.3363
H: -1.6462 2.0020 0.2990
H: 2.9699 0.4845 0.2500
H: 2.2058 -0.8757 1.8470
H: -0.0960 -1.3725 -3.3134
H: 1.4617 1.7325 -0.9647
H: -1.5919 -0.9689 2.6347
H: -2.2488 0.5878 0.2198
H: 0.1140 0.7256 -0.3477

Results of the natural (NBO) charge analysis, in e, for atoms 1 through 4:
1 O -0.9619
2 O -0.9545
3 O -0.9570
4 N -0.3012



Below is a 2-piece molecular cluster, CH10N2P4 overall at a distorted geometry, with properties calculated with ωB97M-V with the def2-TZVPD basis set.

Its orbital gap is 7.7 eV. Its total energy is -41331.399 eV. Its LUMO energy is 0.257 eV. The spin multiplicity is 1. As for the max |F|: 0.058 hartree/bohr. The SMILES is NPP(N)#[PH2].C=P.

CARTESIAN COORDINATES (ANGSTROEM)
P: 1.4163 -0.4698 -1.1243
P: 1.0267 0.6765 0.6874
P: -0.8902 1.2713 -0.0208
P: -2.0163 -2.0083 -1.0242
N: -0.4500 2.9783 -0.2233
N: 0.6792 -0.6311 1.7827
C: -0.5082 -2.7767 -0.8581
H: -0.0469 -2.9377 0.1773
H: -1.1084 3.5017 -0.8988
H: -1.7176 1.3622 1.1415
H: 2.3266 0.4998 -1.4934
H: 2.5143 -1.0537 -0.4186
H: 0.1460 -0.3217 2.6820
H: 1.5483 -1.0937 1.8874
H: 0.5025 3.1439 -0.6185
H: -2.0305 -1.5565 0.2490
H: -0.0943 -3.5264 -1.6495

Results of the natural (NBO) charge analysis, in e, for atoms 1 through 4:
1 P 0.0355
2 P 0.4218
3 P 0.3987
4 P 0.4450



Below is a 3-piece molecular cluster, CH10N3O2 overall at a distorted geometry, with properties calculated with ωB97M-V with the def2-TZVPD basis set.

Its orbital gap (spin up / spin down) is 3.9 / 9.4 eV. Its total energy is -9762.299 eV. Its LUMO energy (spin up / spin down) is 0.748 / 0.638 eV. The spin multiplicity is 2. As for the max |F|: 0.051 hartree/bohr.

CARTESIAN COORDINATES (ANGSTROEM)
O: 1.3889 -1.2146 0.2647
O: -1.3552 -4.1729 1.3536
N: 1.0311 1.5055 0.3750
N: -0.1650 2.8460 -1.2229
N: -0.8632 0.6435 -0.7114
C: -0.0610 1.7294 -0.4166
H: 2.1630 -1.5802 -0.1635
H: -2.1801 -4.2798 0.8759
H: -1.1707 -4.9301 1.9036
H: -1.0222 3.1914 -1.6110
H: -1.6666 0.7429 -1.2962
H: 1.4626 0.5723 0.4307
H: 1.5382 2.3332 0.6264
H: 0.4034 3.6109 -0.8844
H: -0.5367 -0.2594 -0.4076
H: 1.4256 -1.4296 1.2026

Results of the natural (NBO) charge analysis, in e, for atoms 1 through 4:
1 O -0.9598
2 O -0.9496
3 N -0.8909
4 N -0.8877



Below is a 3-piece molecular cluster, CH10N3O2 overall at a distorted geometry, with properties calculated with ωB97M-V with the def2-TZVPD basis set.

Its orbital gap is 12.2 eV. Its total energy is -9758.561 eV. Its LUMO energy is -2.882 eV. The spin multiplicity is 1. As for the max |F|: 0.121 hartree/bohr. As for the charge: +1.

CARTESIAN COORDINATES (ANGSTROEM)
O: 0.5926 -0.7865 2.1795
O: -0.1546 -3.2166 0.4856
N: -0.6467 0.2549 -1.3854
N: 0.6041 1.2968 0.3056
N: -0.2688 2.6312 -1.5650
C: -0.1604 1.4168 -0.8906
H: 1.2848 -1.1049 2.7849
H: -0.8527 -3.6848 -0.0024
H: -0.0443 3.2677 -0.9129
H: -0.4004 -0.5764 -1.0127
H: -0.9645 2.9461 -2.1724
H: -1.3351 0.1958 -2.1469
H: 0.6350 -3.7163 0.7592
H: 0.9553 2.0565 0.8286
H: 0.0230 -1.5287 1.8531
H: 0.7328 0.5483 0.8918

Results of the natural (NBO) charge analysis, in e, for atoms 1 through 4:
1 O -0.9967
2 O -1.0044
3 N -0.7400
4 N -0.7778



Below is a 3-piece molecular cluster, CH10NO2 overall at a distorted geometry, with properties calculated with ωB97M-V with the def2-TZVPD basis set.

Its orbital gap is 12.9 eV. Its total energy is -6778.091 eV. Its LUMO energy is -3.296 eV. The spin multiplicity is 1. As for the max |F|: 0.036 hartree/bohr. As for the charge: +1.

CARTESIAN COORDINATES (ANGSTROEM)
O: -0.6808 -2.4352 0.3864
O: -1.7736 1.8471 -0.0855
N: 0.4787 0.2566 0.1904
C: 1.8986 0.3371 -0.4162
H: 2.4004 -0.4665 0.1133
H: -0.5739 -3.3864 0.1892
H: 2.1643 1.3790 -0.2583
H: 1.8953 0.1290 -1.4823
H: 0.2337 -0.7379 0.1244
H: -1.5079 -2.1910 0.0065
H: 0.5596 0.5428 1.1596
H: -2.6021 1.8870 -0.5778
H: -2.1558 2.0193 0.7878
H: -0.3366 0.8192 -0.1374

Results of the natural (NBO) charge analysis, in e, for atoms 1 through 4:
1 O -0.9677
2 O -0.9591
3 N -0.7138
4 C -0.3998



Below is a 3-piece molecular cluster, CH10NO2 overall at a distorted geometry, with properties calculated with ωB97M-V with the def2-TZVPD basis set.

Its orbital gap is 12.0 eV. Its total energy is -6778.027 eV. Its LUMO energy is -3.371 eV. The spin multiplicity is 1. As for the max |F|: 0.027 hartree/bohr. As for the charge: +1.

CARTESIAN COORDINATES (ANGSTROEM)
O: -1.7659 0.6647 2.2864
O: 1.7110 0.7429 1.0189
N: -0.1309 -0.3653 -0.7477
C: 0.2361 -0.5316 -2.1658
H: 1.3656 1.1013 1.8567
H: 2.5365 0.3272 1.2804
H: -1.7705 -0.0813 2.8945
H: 1.1099 0.0897 -2.3349
H: 0.5963 0.1355 -0.1992
H: -1.0353 0.0937 -0.6091
H: -2.6411 1.0463 2.3259
H: -0.5563 -0.3444 -2.9058
H: 0.4297 -1.5726 -2.3736
H: -0.0851 -1.3060 -0.3266

Results of the natural (NBO) charge analysis, in e, for atoms 1 through 4:
1 O -0.9685
2 O -0.9680
3 N -0.6935
4 C -0.4439